[1]
Computed, not measured: C17H62BGaN22O16P as an isolated structure in a non-equilibrium geometry, with ωB97M-V with the def2-TZVPD basis set.

## Properties
Net charge: -1
Electronic energy (hartree): -5385.15041
LUMO level (eV): 1.3

Geometry as XYZ:
```
120
Properties=species:S:1:pos:R:3:forces:R:3:mulliken_charge:R:1
C 8.06425 -2.61644 -0.77509 0.1 0.3 0.0 -1.133
C 8.00890 -2.08465 -2.21240 -0.1 -0.1 -0.1 -0.007
O 6.96778 -2.65464 -2.94926 -0.1 0.2 0.0 -0.532
Ga 5.36429 -1.66587 -3.04035 -0.1 -0.1 0.3 -0.458
C 5.01259 -0.91068 -1.15982 0.1 -0.2 -0.2 -1.108
C 5.73154 -0.04112 -4.30841 0.1 -0.4 0.4 -0.781
P 5.05388 1.44447 -3.76934 0.3 0.2 -0.7 0.340
O 4.80086 2.47579 -4.81832 0.0 0.4 -0.4 -0.614
O 3.64405 1.18643 -3.05293 -0.2 0.2 0.2 -0.318
O 6.07087 2.02905 -2.68587 -0.1 -0.3 0.5 -0.585
B 3.81282 -2.91424 -3.77023 0.1 -0.1 0.0 0.687
O 3.95654 -3.57675 -4.96808 0.0 0.6 -0.2 -0.544
C 2.41818 -3.14368 -3.02339 0.1 0.0 0.1 -0.749
C 2.65001 -3.47888 -1.53468 0.1 0.5 -0.4 -1.382
H 7.58840 -3.59414 -0.75524 0.1 -0.1 0.1 0.220
H 7.54032 -1.95304 -0.08839 -0.2 -0.1 0.1 0.240
H 9.09221 -2.69560 -0.41832 0.1 -0.1 0.0 0.390
H 7.92032 -0.98785 -2.18199 0.1 0.1 0.0 0.012
H 8.96698 -2.30233 -2.70104 0.0 0.0 -0.1 0.424
H 5.08457 -1.72674 -0.43976 0.0 0.0 0.1 0.448
H 5.74561 -0.15381 -0.87184 0.0 0.1 0.1 0.321
H 4.00635 -0.50108 -1.05461 -0.1 0.1 0.0 0.182
H 6.81193 0.10122 -4.27454 0.1 -0.1 -0.2 0.278
H 5.38975 -0.21372 -5.32474 0.1 -0.1 -0.1 0.587
H 3.66910 1.26679 -2.09786 -0.1 -0.2 0.3 0.268
H 5.62986 2.31028 -1.87627 0.1 0.5 0.1 0.345
H 3.08723 -3.81203 -5.30610 -0.1 -0.5 -0.1 0.319
H 1.81969 -2.23373 -3.11603 -0.1 0.1 0.0 0.270
H 1.86016 -3.95484 -3.50530 -0.1 -0.1 -0.1 0.520
H 2.53677 -2.57814 -0.93337 0.0 0.0 0.1 0.420
H 3.66311 -3.83960 -1.36865 0.0 -0.2 0.1 0.506
H 1.93463 -4.21970 -1.17695 0.7 -0.2 -0.8 0.422
C 3.33643 4.68131 -2.38122 -0.2 -0.2 -0.5 0.615
O 4.25392 4.21396 -1.71965 0.1 -0.1 0.3 -0.652
N 2.26973 5.30517 -1.77094 -0.1 -0.1 0.1 -0.468
N 3.28806 4.59011 -3.73066 0.1 0.3 0.3 -0.251
H 1.48915 5.69142 -2.26704 0.1 0.1 -0.1 0.166
H 2.28991 5.35713 -0.77003 0.1 0.1 0.0 0.223
H 4.01854 4.05153 -4.18917 -0.1 -0.3 -0.1 0.165
H 2.53523 4.95788 -4.28052 0.0 0.0 0.1 0.195
C -0.88836 1.94944 -0.77287 0.7 0.5 0.3 0.716
O -1.56313 0.94447 -0.95849 0.1 0.2 -0.9 -0.802
N -0.92384 2.63795 0.40082 -0.1 -0.3 -0.3 -0.224
N -0.01838 2.41511 -1.72068 -0.3 0.0 0.0 -0.263
H -0.34293 3.43078 0.59106 0.1 0.0 -0.1 0.142
H -1.53473 2.27065 1.11999 -0.3 0.2 0.2 0.094
H 0.04517 1.89745 -2.57689 0.0 0.0 0.0 0.141
H 0.55925 3.22566 -1.59742 0.1 0.0 0.0 0.124
C -3.09840 0.42876 2.16511 0.2 -1.0 -0.8 0.713
O -3.19868 1.65603 2.11324 0.0 0.5 0.4 -0.857
N -2.49794 -0.25852 1.16270 -0.4 0.0 1.0 -0.122
N -3.59821 -0.30568 3.20037 0.1 0.3 0.2 -0.163
H -2.38111 -1.25775 1.14151 0.0 -0.1 0.2 0.188
H -2.18842 0.28459 0.36635 0.0 -0.1 -0.3 0.240
H -4.06329 0.18358 3.94865 -0.2 -0.1 0.1 0.175
H -3.52747 -1.30467 3.23258 0.0 0.0 -0.1 0.127
C -0.70456 -3.38650 0.04420 0.5 0.1 0.0 0.700
O -1.64563 -3.08689 0.77698 -0.3 -0.1 0.1 -0.833
N 0.44819 -3.91934 0.52287 -0.5 0.0 0.5 -0.292
N -0.76615 -3.20226 -1.30144 -0.1 -0.1 -0.1 -0.200
H 1.21777 -4.18147 -0.06346 -0.4 0.1 0.5 -0.009
H 0.51414 -4.06395 1.51214 -0.1 0.0 0.0 0.169
H -1.60271 -2.79722 -1.67924 0.0 0.1 0.1 0.215
H -0.01814 -3.43707 -1.92743 0.1 0.0 0.0 0.116
C 7.95096 4.69217 -5.38041 0.0 0.0 0.1 0.470
O 8.86278 5.32746 -5.89465 0.0 0.0 0.0 -0.715
N 7.04026 3.97061 -6.08335 0.0 0.1 0.1 -0.244
N 7.76800 4.65160 -4.02007 -0.1 0.1 -0.1 -0.290
H 6.29325 3.47133 -5.62384 -0.1 -0.2 -0.1 0.244
H 7.12378 3.94621 -7.08122 0.0 0.0 0.0 0.167
H 8.41580 5.16355 -3.45431 0.0 0.0 0.0 0.167
H 7.03564 4.12060 -3.58075 0.0 -0.1 0.0 0.270
C -2.96299 -6.74751 -0.65013 0.0 0.1 0.0 0.588
O -1.80565 -7.12841 -0.68350 0.0 0.0 0.0 -0.650
N -3.30218 -5.44405 -0.44287 0.1 -0.1 -0.1 -0.291
N -4.01584 -7.61440 -0.81947 0.0 0.0 0.0 -0.390
H -4.24782 -5.11507 -0.41167 0.0 0.0 0.0 0.159
H -2.55321 -4.78353 -0.31458 -0.2 0.0 0.2 0.142
H -3.79392 -8.57877 -0.97463 0.0 0.0 0.0 0.230
H -4.97553 -7.32894 -0.79861 0.0 0.0 0.0 0.155
C -6.48372 1.17821 5.50660 0.0 0.2 0.0 0.620
O -5.46325 0.48016 5.42940 0.1 -0.1 0.1 -0.809
N -7.12943 1.37282 6.67907 0.1 0.0 0.1 -0.302
N -7.01764 1.79217 4.42749 0.1 0.2 -0.1 -0.281
H -7.97512 1.91344 6.73673 -0.1 -0.1 -0.1 0.175
H -6.74868 0.93919 7.50049 0.1 0.0 0.0 0.206
H -6.56716 1.65433 3.54098 0.1 0.0 0.0 0.159
H -7.83600 2.37630 4.51207 -0.1 -0.2 0.0 0.192
C -2.65965 0.47054 8.28766 0.1 -0.1 -0.1 0.647
O -3.58849 0.92347 8.93518 -0.1 0.0 0.1 -0.646
N -1.56617 -0.09976 8.89588 0.0 0.0 0.0 -0.395
N -2.62584 0.48798 6.92618 0.0 0.1 0.1 -0.298
H -0.78859 -0.47899 8.39137 0.0 0.0 0.0 0.159
H -1.56269 -0.12823 9.89700 0.0 0.0 0.0 0.217
H -3.41424 0.89132 6.44814 -0.1 -0.1 -0.1 0.157
H -1.86872 0.11563 6.38589 0.0 0.0 0.0 0.155
C -9.43652 4.40584 5.63617 0.0 0.1 0.0 0.720
O -9.38809 3.19421 5.45683 0.1 0.1 0.0 -0.747
N -8.61147 5.27470 4.98716 -0.1 -0.1 0.0 -0.355
N -10.32616 4.96333 6.50522 0.0 0.0 0.0 -0.433
H -8.63715 6.26660 5.12544 0.0 0.0 0.0 0.170
H -7.94007 4.89271 4.34686 0.0 0.0 0.0 0.208
H -10.94363 4.34101 6.99194 0.0 0.0 0.0 0.228
H -10.39029 5.94857 6.67454 0.0 0.0 0.0 0.154
C 2.76842 1.15251 -7.91989 -0.1 -0.1 0.0 0.621
O 3.53264 1.72176 -8.67997 0.0 0.0 0.0 -0.669
N 1.78662 0.30684 -8.39343 0.0 0.1 0.0 -0.391
N 2.80859 1.29526 -6.56813 0.0 0.2 -0.1 -0.161
H 1.14577 -0.18133 -7.79868 0.0 0.0 0.0 0.156
H 1.73474 0.17590 -9.38475 0.0 0.0 0.0 0.224
H 3.51769 1.89101 -6.15172 0.0 -0.1 0.0 0.105
H 2.16946 0.82368 -5.95642 0.0 -0.1 0.0 0.132
C -7.77409 -2.79717 5.56456 0.1 -0.1 0.0 0.618
O -8.74207 -2.08538 5.76770 -0.1 0.0 0.0 -0.651
N -6.49529 -2.32916 5.55887 -0.2 0.0 0.1 -0.223
N -7.90931 -4.14619 5.32343 0.0 0.0 0.0 -0.390
H -5.70099 -2.91707 5.39528 0.0 0.0 0.0 0.151
H -6.34034 -1.34490 5.72706 0.2 0.0 -0.1 0.108
H -8.83875 -4.51909 5.32049 0.0 0.0 0.0 0.228
H -7.13458 -4.75747 5.15310 0.0 0.0 0.0 0.155
```
Positions in Å, forces in eV/Å.

---

[2]
Computed, not measured: a 8-piece molecular cluster, H16O8 overall in a non-equilibrium geometry, with ωB97M-V with the def2-TZVPD basis set.

## Properties
Electronic energy (hartree): -611.52503
LUMO level (eV): 0.3
SMILES: O.O.O.O.O.O.O.O

Geometry as XYZ:
```
24
Properties=species:S:1:pos:R:3:forces:R:3:mulliken_charge:R:1
H -0.25994 -0.96689 2.21860 -0.9 0.7 -0.1 0.401
H -1.57541 -0.93397 1.28210 0.8 0.1 1.3 0.349
H 1.33839 0.05547 1.36169 0.6 -0.7 2.0 0.424
H 2.31892 -0.25966 2.55581 0.3 0.1 0.2 0.285
H -1.83066 -2.62847 -1.37159 0.0 -0.3 0.1 0.283
H -1.43392 -1.15328 -1.23414 -0.1 0.5 0.1 0.446
H -1.41338 1.02589 1.52919 0.5 0.9 0.1 0.473
H -1.15961 2.70109 1.52997 -0.6 -3.0 -1.5 0.289
H -0.40597 0.66584 -1.77142 -0.1 -0.4 -0.4 0.374
H -1.59533 1.12370 -0.95107 -0.2 -0.5 -0.2 0.376
H 1.69199 1.18193 -0.49983 0.3 0.0 -0.2 0.377
H 0.49622 1.50900 0.33006 0.1 0.5 0.4 0.384
H 1.22878 -0.47464 -2.71670 -0.7 3.5 0.2 0.346
H 0.82530 0.92143 -3.51339 0.1 -0.3 -0.2 0.295
H 0.38155 -1.66848 -0.23022 -1.9 -1.0 0.3 0.307
H 1.85252 -1.70690 0.11026 1.1 -0.7 1.2 0.300
O -1.15270 -0.54573 2.10324 -0.6 -1.1 -1.3 -0.749
O 1.43498 -0.45508 2.25468 -0.3 0.5 -1.9 -0.711
O -1.40867 -2.01360 -0.77002 -0.1 -0.3 0.2 -0.712
O -1.32043 1.84381 0.95801 0.3 2.2 1.3 -0.759
O -1.34815 0.44983 -1.61853 -0.1 1.1 0.6 -0.797
O 1.47500 1.57230 0.35510 -0.6 -0.3 -0.4 -0.755
O 1.04218 0.56420 -2.64632 1.1 -3.0 0.0 -0.706
O 1.22034 -1.33973 -0.46484 1.0 1.5 -2.0 -0.521
```
Positions in Å, forces in eV/Å.